(1)
Below is a 2-piece molecular cluster, C4H8 overall in a non-equilibrium geometry, with properties calculated with wB97M-V/def2-TZVPD.

Results
Calculated total energy, eV: -4275.1561
Lowest unoccupied orbital energy, eV: 1.3
Structure (SMILES): C=C.C=C
HOMO energy, hartree: -0.3672
Kohn-Sham gap, eV: 11.27

Last column: Löwdin charge in e.
Atoms and positions in Å:
C  -1.8182  -0.5199  0.2859  -0.119
C  -1.5080  -1.3320  1.2927  -0.077
H  -2.0552  0.5455  0.3824  0.043
H  -1.9976  -0.7774  -0.7813  0.065
H  -1.7557  -1.2619  2.3715  0.064
H  -1.2097  -2.3161  0.9628  0.036
C  2.1860  0.5250  -0.7263  -0.092
C  1.1674  1.3567  -0.7693  -0.085
H  2.1114  -0.5676  -0.6442  0.055
H  3.1340  0.9092  -1.0839  0.039
H  0.1682  1.0051  -0.4612  0.017
H  1.2926  2.2955  -1.3231  0.055



(2)
Below is one molecule with the formula C4H8 in a non-equilibrium geometry, with properties calculated with wB97M-V/def2-TZVPD.

Results
Calculated total energy, eV: -4277.0272
Lowest unoccupied orbital energy, eV: 1.3
Structure (SMILES): C/C=C/C
HOMO energy, hartree: -0.3343
Kohn-Sham gap, eV: 10.44

Last column: Löwdin charge in e.
Atoms and positions in Å:
C  0.5299  1.8437  -0.3152  -0.113
C  0.4953  0.3955  0.0710  -0.187
C  -0.5242  -0.4118  -0.2096  -0.179
C  -0.5638  -1.8204  0.2894  -0.122
H  -0.3138  2.1089  -0.9424  0.069
H  0.4920  2.4518  0.5985  0.073
H  1.4890  2.1271  -0.7378  0.065
H  1.3628  0.0232  0.6078  0.102
H  -1.3510  -0.0096  -0.7450  0.088
H  0.0743  -1.9505  1.1720  0.070
H  -1.5254  -2.2063  0.6298  0.066
H  -0.1651  -2.5516  -0.4184  0.069



(3)
Below is C4H8BaFInNO as an isolated structure in a non-equilibrium geometry, with properties calculated with wB97M-V/def2-TZVPD.

Results
Total charge: +1
Calculated total energy, eV: -16385.2392
Lowest unoccupied orbital energy, eV: -5.3
HOMO energy, hartree: -0.4076
Kohn-Sham gap, eV: 5.75

Last column: Löwdin charge in e.
Atoms and positions in Å:
O  1.2250  -3.0506  0.7662  -0.128
C  2.0304  -2.2711  -0.0081  -0.260
N  2.3729  -1.4530  -1.0925  -0.105
In  2.2061  0.6180  -0.5911  0.461
C  0.0520  1.2479  -0.0909  -0.425
C  -0.7545  0.1289  0.8078  -0.376
C  -1.9215  -0.6171  -0.1288  -0.226
F  -3.2562  -0.2818  0.4238  -0.511
H  3.3470  0.9601  0.7518  -0.104
H  2.7997  1.5409  -2.0565  -0.103
H  0.0101  2.2920  0.4584  0.045
H  -0.4978  1.3964  -1.1241  0.009
H  0.0087  -0.6871  1.1559  0.116
H  -1.2207  0.5925  1.8028  0.085
H  -1.6649  -1.7815  -0.0708  0.194
H  -1.8800  -0.2960  -1.2535  0.130
Ba  -2.8562  1.6615  0.2497  2.199



(4)
Below is a 2-piece molecular cluster, C4H8BrF overall in a non-equilibrium geometry, with properties calculated with wB97M-V/def2-TZVPD.

Results
Calculated total energy, eV: -77031.9806
Multiplicity: 3
Lowest unoccupied orbital energy (spin up / spin down), eV: 0.9 / -4.6
HOMO energy (spin up / spin down), hartree: -0.2565 / -0.3646
Kohn-Sham gap (spin up / spin down), eV: 7.87 / 5.31

Last column: Löwdin charge in e.
Atoms and positions in Å:
C  -0.4648  -0.7461  1.2235  -0.110
C  -0.3975  -0.3835  -1.3989  -0.084
C  1.0463  0.8843  0.1329  -0.669
C  -0.1151  -0.0573  -0.0006  -0.537
F  -1.5126  1.5832  0.1428  0.087
Br  2.7026  -0.0402  0.1076  0.660
H  -0.6203  -1.8688  1.3451  0.106
H  -1.4812  -0.3870  1.4399  0.075
H  0.1394  -0.4858  2.0802  0.069
H  0.5533  -0.2488  -1.9298  0.072
H  -0.8106  -1.3956  -1.5400  0.094
H  -1.1402  0.2809  -1.8784  0.087
H  1.0281  1.4306  1.1223  0.082
H  1.0724  1.4341  -0.8464  0.068



(5)
Below is an isolated ion of composition C4H8BrFN3 and charge +1 in a non-equilibrium geometry, with properties calculated with wB97M-V/def2-TZVPD.

Results
Total charge: +1
Calculated total energy, eV: -81496.9595
Lowest unoccupied orbital energy, eV: -4.4
Structure (SMILES): CCN1[NH+]=CN(Br)[C@H]1F
HOMO energy, hartree: -0.5206
Kohn-Sham gap, eV: 9.72

Last column: Löwdin charge in e.
Atoms and positions in Å:
C  -1.6130  -1.5367  0.3757  -0.158
C  -0.9996  0.6192  -0.3896  -0.432
C  1.9074  1.0691  0.5192  -0.072
C  1.4893  0.2038  -0.6181  -0.179
N  -2.1269  -0.4184  -0.1365  -0.524
N  0.0264  -0.1615  -0.7098  0.059
N  -0.3321  -1.6567  0.1420  0.222
F  -1.1079  1.3151  0.7456  0.071
Br  -3.8206  0.0340  0.0880  0.966
H  -2.3124  -2.0517  1.0035  0.145
H  -1.4124  1.1816  -1.3745  0.228
H  2.2431  0.4894  1.4470  0.118
H  2.8204  1.6499  0.3106  0.099
H  1.2284  1.7970  0.7345  0.032
H  1.6512  0.6378  -1.6030  0.126
H  1.9439  -0.8470  -0.7536  0.148
H  0.4148  -2.3249  0.2191  0.152



(6)
Below is one molecule with the formula C4H8BrN in a non-equilibrium geometry, with properties calculated with wB97M-V/def2-TZVPD.

Results
Calculated total energy, eV: -75804.9219
Multiplicity: 3
Lowest unoccupied orbital energy (spin up / spin down), eV: 1.0 / -2.7
HOMO energy (spin up / spin down), hartree: -0.2668 / -0.3527
Kohn-Sham gap (spin up / spin down), eV: 8.28 / 6.94

Last column: Löwdin charge in e.
Atoms and positions in Å:
C  0.4697  -0.3187  -1.0009  -0.392
C  -0.6148  -1.0306  -0.3127  -0.353
C  0.8638  1.0437  -0.7149  -0.065
C  -0.8959  -0.3993  1.1824  -0.014
N  -0.8686  -0.3568  -1.5358  -0.229
Br  -1.6276  -1.7122  -2.9641  0.356
H  1.2049  -0.9092  -1.4398  0.118
H  -0.5439  -2.0847  -0.2907  0.100
H  1.5700  1.4487  -1.4108  0.081
H  1.1005  1.0763  0.3527  0.075
H  -0.0134  1.6862  -0.9257  0.104
H  -2.0086  -0.2885  1.1987  0.072
H  -0.4084  0.6133  1.3254  0.067
H  -0.7016  -1.2510  1.8857  0.079



(7)
Below is one molecule with the formula C4H8BrN in a non-equilibrium geometry, with properties calculated with wB97M-V/def2-TZVPD.

Results
Calculated total energy, eV: -75804.1120
Multiplicity: 3
Lowest unoccupied orbital energy (spin up / spin down), eV: 0.8 / -2.8
HOMO energy (spin up / spin down), hartree: -0.2508 / -0.3522
Kohn-Sham gap (spin up / spin down), eV: 7.63 / 6.77

Last column: Löwdin charge in e.
Atoms and positions in Å:
C  -1.1908  0.4643  -0.1695  -0.742
C  0.2508  -1.2454  0.7021  -0.097
C  1.3114  0.5006  -0.6754  -0.052
C  -0.0066  -0.2266  -0.4338  -0.546
N  -1.0758  1.9180  0.4340  0.179
Br  -2.8717  -0.4112  -0.2245  0.743
H  1.2206  -1.4509  0.7695  0.007
H  -0.0300  -0.8683  1.7213  0.102
H  -0.3822  -2.1825  0.5494  0.092
H  1.9220  0.3656  0.2120  0.076
H  1.0848  1.5434  -0.7244  0.057
H  1.8375  0.2221  -1.5730  0.079
H  -0.1809  -0.9304  -1.3091  0.140
H  -1.8891  2.3015  0.7213  -0.038



(8)
Below is one molecule with the formula C4H8BrO3P in a non-equilibrium geometry, with properties calculated with wB97M-V/def2-TZVPD.

Results
Calculated total energy, eV: -89749.7565
Lowest unoccupied orbital energy (spin up / spin down), eV: -2.0 / -2.5
HOMO energy (spin up / spin down), hartree: -0.3480 / -0.3891
Kohn-Sham gap (spin up / spin down), eV: 7.46 / 8.13

Last column: Löwdin charge in e.
Atoms and positions in Å:
C  0.5455  -0.1166  0.7042  -0.096
C  -0.9048  -0.5701  0.8313  -0.281
C  1.0119  0.1919  -0.7536  -0.541
C  2.5614  0.0796  -0.8478  -0.038
O  -3.8934  1.8586  0.5333  -0.371
O  -1.8035  0.5094  0.9073  -0.343
O  0.5405  1.3070  -1.2563  0.088
P  -3.0437  0.8493  -0.0682  0.425
Br  -4.0777  -1.1787  -0.2375  0.306
H  0.6829  0.7921  1.2916  0.131
H  1.1840  -0.9025  1.1059  0.125
H  -1.1826  -1.2471  0.0156  0.087
H  -1.0276  -1.1168  1.7748  0.132
H  0.6418  -0.6553  -1.3888  0.143
H  2.8839  0.4643  -1.8109  0.076
H  2.8785  -0.9524  -0.7381  0.079
H  3.0030  0.6873  -0.0628  0.079



(9)
Below is a 2-piece molecular cluster, C4H8BrOP overall in a non-equilibrium geometry, with properties calculated with wB97M-V/def2-TZVPD.

Results
Calculated total energy, eV: -85652.0693
Lowest unoccupied orbital energy (spin up / spin down), eV: -1.0 / 0.2
HOMO energy (spin up / spin down), hartree: -0.3145 / -0.2980
Kohn-Sham gap (spin up / spin down), eV: 7.58 / 8.34

Last column: Löwdin charge in e.
Atoms and positions in Å:
C  -0.9701  -2.5816  0.1108  0.048
C  0.1691  -1.8392  -0.0130  -0.191
C  -0.0697  3.2182  0.0501  0.067
C  0.2250  -0.3853  -0.3410  -0.787
O  -0.9389  0.2908  -0.0488  -0.159
P  1.4769  0.4519  0.7854  0.517
Br  3.3243  0.0631  -0.2826  0.182
H  -0.9724  -3.5948  0.2989  0.028
H  -1.9689  -2.3036  0.0322  0.042
H  1.1815  -2.2267  -0.0135  0.077
H  -0.3030  2.6263  -0.8149  -0.028
H  0.4786  4.0446  0.2003  -0.060
H  -0.8149  2.7840  0.7614  0.001
H  0.3970  -0.2863  -1.4793  0.147
H  -1.2145  -0.2612  0.7540  0.117



(10)
Below is a 2-piece molecular cluster, C4H8Cl2N overall in a non-equilibrium geometry, with properties calculated with wB97M-V/def2-TZVPD.

Results
Total charge: +1
Calculated total energy, eV: -30799.0256
Lowest unoccupied orbital energy, eV: -5.8
HOMO energy, hartree: -0.4981
Kohn-Sham gap, eV: 7.76

Last column: Löwdin charge in e.
Atoms and positions in Å:
C  -0.9405  -1.4654  0.0682  0.108
C  -0.0106  -3.3262  0.9946  -1.047
C  0.3686  -0.1448  -1.2426  -0.008
C  0.0758  0.5859  1.0506  -0.031
N  0.2444  -0.5747  0.1624  -0.318
Cl  -0.9663  -4.6396  1.2774  0.791
Cl  1.6456  -3.3249  1.1374  0.762
H  -1.3882  -1.4800  1.0857  0.021
H  -0.5729  -0.0548  -1.5501  0.042
H  1.0145  0.7016  -1.2038  0.103
H  0.7189  -1.0289  -1.8476  0.140
H  0.9716  1.2098  1.1368  0.106
H  -0.7648  1.2289  0.8249  0.110
H  -0.0322  0.2867  2.1693  0.142
H  0.9969  -1.1268  0.5750  0.079